[1]
DFT (ωB97M-V/def2-TZVPD) results for a single C6H9N molecule.

Each line ends with the Löwdin charge.
Element x y z (Å)
C  0.38625  -1.62547  0.40638  -0.11
C  0.52041  -0.32951  -0.39999  -0.29
C  -0.49798  0.67473  -0.03658  -0.16
C  -0.37454  2.11653  0.18755  -0.12
C  -2.19236  -0.02527  -0.02362  -0.07
C  -3.28674  -0.81810  -0.02346  -0.12
N  -3.58167  0.41474  0.26752  0.13
H  0.42504  -1.41318  1.47220  0.07
H  -0.56696  -2.10035  0.18953  0.05
H  1.18526  -2.32046  0.15773  0.07
H  0.47263  -0.58242  -1.46718  0.11
H  1.50253  0.11636  -0.21530  0.11
H  0.03617  2.62212  -0.69209  0.08
H  -1.33883  2.55231  0.42343  0.07
H  0.30663  2.30606  1.02324  0.08
H  -3.72381  -1.77852  -0.17477  0.10

Values from the calculation:
Relative energy (zero: lowest compared OMol25 entry of this formula, charge and spin) in eV: 6.465
LUMO (spin up / spin down) in eV: 0.304 / 1.009
HOMO level (spin up / spin down) in eV: -6.7 / -7.4
Molecular weight in g mol⁻¹: 95.14



[2]
DFT (ωB97M-V/def2-TZVPD) results for a molecular structure, C6H9N.

Each line ends with the Löwdin charge.
Element x y z (Å)
C  1.76725  0.84149  -0.14228  -0.09
C  1.08350  -0.37201  0.57529  -0.18
C  -0.45997  -0.44204  0.96463  -0.19
C  -0.99528  -1.20368  -0.31243  -0.09
C  -0.50006  0.08939  -0.98796  -0.28
C  -1.01014  0.82088  0.27789  -0.11
N  0.94526  -0.11774  -0.84612  -0.08
H  2.77466  0.90719  -0.63537  0.11
H  1.49525  1.81912  0.26834  0.09
H  1.70926  -1.18189  0.95563  0.12
H  -0.77583  -0.76055  1.96943  0.13
H  -0.52128  -2.14490  -0.61584  0.11
H  -2.08765  -1.29735  -0.33372  0.11
H  -0.74022  0.39019  -2.00676  0.14
H  -0.58114  1.78504  0.55479  0.10
H  -2.10185  0.88165  0.29699  0.11

Values from the calculation:
Relative energy (zero: lowest compared OMol25 entry of this formula, charge and spin) in eV: 3.310
LUMO in eV: 1.154
HOMO level in eV: -8.8
Molecular weight in g mol⁻¹: 95.14



[3]
DFT (ωB97M-V/def2-TZVPD) results for a single C6H9N molecule.

Each line ends with the Löwdin charge.
Element x y z (Å)
C  -2.02823  -0.78374  0.64935  -0.13
N  -0.58981  -0.76393  0.53373  -0.09
C  0.05855  0.50049  0.62898  -0.27
C  0.46541  1.22747  -0.64194  -0.17
C  0.88557  0.19369  -1.66525  -0.05
C  1.83966  -0.31450  -0.87949  -0.05
C  1.52318  0.62832  0.26283  -0.17
H  -2.41543  -0.66733  1.67633  0.07
H  -2.41006  -1.72756  0.24437  0.08
H  -2.44613  0.02569  0.04031  0.08
H  -0.12439  -1.48764  1.05956  0.12
H  -0.24645  1.17321  1.44371  0.14
H  0.30167  2.28712  -0.80967  0.12
H  0.38135  -0.17672  -2.55214  0.10
H  2.44645  -1.21454  -0.92201  0.09
H  2.22444  1.17281  0.88831  0.12

Values from the calculation:
Relative energy (zero: lowest compared OMol25 entry of this formula, charge and spin) in eV: 3.497
LUMO in eV: 1.181
HOMO level in eV: -8.6
Molecular weight in g mol⁻¹: 95.14



[4]
DFT (ωB97M-V/def2-TZVPD) results for a molecular structure, C6H9N.

Each line ends with the Löwdin charge.
Element x y z (Å)
C  -1.78545  -0.71656  -0.55749  -0.14
C  0.57539  -1.20065  0.76964  -0.07
C  -1.63690  1.05676  0.55937  -0.02
C  0.93377  -0.46902  -0.49284  -0.29
C  -0.45889  -0.43060  0.02796  -0.22
C  1.76700  0.79433  -0.44279  -0.06
N  -2.55408  0.24281  -0.22031  -0.01
H  -2.08921  -1.55271  -1.17755  0.11
H  0.51684  -2.28159  0.75412  0.10
H  0.91304  -0.78465  1.70873  0.10
H  -1.80655  1.07129  1.62455  0.08
H  -1.37494  2.00480  0.11973  0.07
H  1.08118  -1.08284  -1.37721  0.13
H  2.49623  0.80403  -1.24803  0.07
H  2.29440  0.87566  0.50536  0.08
H  1.12817  1.66894  -0.55324  0.07

Values from the calculation:
Relative energy (zero: lowest compared OMol25 entry of this formula, charge and spin) in eV: 3.730
LUMO in eV: 1.011
HOMO level in eV: -8.8
Molecular weight in g mol⁻¹: 95.14



[5]
DFT (ωB97M-V/def2-TZVPD) results for a single C6H9N molecule.

Each line ends with the Löwdin charge.
Element x y z (Å)
C  -2.46304  -0.11388  -0.26663  -0.04
C  -1.02211  -0.07303  0.10938  -0.31
C  -0.11426  0.90500  0.13380  -0.02
C  1.19437  0.30674  0.58548  -0.40
C  0.91141  -1.16042  0.89606  -0.01
C  2.28423  0.34221  -0.49946  -0.09
N  -0.36756  -1.26849  0.56038  0.02
H  -3.06280  -0.56734  0.53156  0.08
H  -2.84732  0.89027  -0.46100  0.08
H  -2.61571  -0.71318  -1.17073  0.08
H  -0.28990  1.93703  -0.14246  0.11
H  1.58846  0.79042  1.48911  0.14
H  1.95769  -0.21810  -1.38041  0.08
H  2.50534  1.36988  -0.80322  0.07
H  3.20038  -0.12724  -0.13549  0.07
H  -0.87010  -2.14885  0.60238  0.13

Values from the calculation:
Relative energy (zero: lowest compared OMol25 entry of this formula, charge and spin) in eV: 2.199
LUMO in eV: 0.925
HOMO level in eV: -8.3
Molecular weight in g mol⁻¹: 95.14



[6]
DFT (ωB97M-V/def2-TZVPD) results for a single C6H9N molecule.

Each line ends with the Löwdin charge.
Element x y z (Å)
C  1.92544  -0.88280  0.86614  0.09
C  0.81993  -0.94151  0.32823  -0.26
C  -0.63585  -1.27122  0.60475  -0.18
N  -1.52238  -0.45031  -0.26771  0.02
C  -0.48950  0.44247  -0.63331  -0.47
C  0.42546  -0.03587  -1.50541  0.02
C  -0.32304  1.65673  0.22520  -0.03
H  2.95942  -0.76126  0.65505  0.02
H  -0.75485  -2.32158  0.37652  0.11
H  -0.75777  -1.02184  1.65939  0.12
H  -2.25540  0.03298  0.26201  0.12
H  1.29437  0.54613  -1.76323  0.09
H  0.20235  -0.91962  -2.09566  0.10
H  0.70702  2.01555  0.20290  0.09
H  -0.59861  1.51280  1.28387  0.09
H  -0.99658  2.39935  -0.19874  0.08

Values from the calculation:
Relative energy (zero: lowest compared OMol25 entry of this formula, charge and spin) in eV: 5.151
LUMO in eV: 0.836
HOMO level in eV: -7.6
Molecular weight in g mol⁻¹: 95.14



[7]
DFT (ωB97M-V/def2-TZVPD) results for a single C6H9N molecule.

Each line ends with the Löwdin charge.
Element x y z (Å)
C  -0.67201  0.27709  2.02445  -0.06
C  0.59225  0.73747  1.34185  -0.45
C  1.73110  1.00084  1.91970  0.25
C  0.67297  0.93522  -0.16758  -0.22
N  0.67875  -0.34037  -0.85625  -0.11
C  0.10011  -0.36135  -2.18692  -0.14
C  -0.59964  -0.98775  -1.03949  -0.16
H  -1.45630  1.03878  1.91653  0.09
H  -0.50525  0.10483  3.09247  0.08
H  -1.03400  -0.65780  1.58153  0.07
H  -0.16557  1.59170  -0.46836  0.13
H  1.59563  1.45913  -0.44338  0.12
H  0.62792  -0.97072  -2.91662  0.10
H  -0.32290  0.56540  -2.57735  0.11
H  -1.49272  -0.48589  -0.66867  0.10
H  -0.60352  -2.06563  -0.91334  0.11

Values from the calculation:
Relative energy (zero: lowest compared OMol25 entry of this formula, charge and spin) in eV: 5.239
LUMO in eV: -0.004
HOMO level in eV: -9.6
Molecular weight in g mol⁻¹: 95.14



[8]
DFT (ωB97M-V/def2-TZVPD) results for a molecular structure, C6H9N.

Each line ends with the Löwdin charge.
Element x y z (Å)
C  0.45416  0.88837  0.18475  -0.25
C  0.83957  2.16474  0.43255  0.06
C  -2.29831  0.04020  0.12337  -0.09
C  -0.40322  -0.16518  0.74144  -0.10
C  0.46113  -0.46028  -0.38954  -0.32
C  1.81042  -1.24253  -0.33714  -0.07
N  -2.67366  -1.05488  -0.26559  0.05
H  1.51595  2.77931  -0.12804  0.04
H  0.22692  2.70546  1.11314  0.04
H  -2.76883  0.98274  0.14266  0.07
H  -0.45143  -0.70688  1.71631  0.13
H  -0.01227  -0.51494  -1.34546  0.12
H  2.63350  -0.86303  -1.05819  0.08
H  1.84918  -2.33077  -0.72455  0.08
H  2.28677  -1.10983  0.71042  0.10
H  -3.46989  -1.11248  -0.91612  0.06

Values from the calculation:
Relative energy (zero: lowest compared OMol25 entry of this formula, charge and spin) in eV: 5.244
LUMO in eV: 0.996
HOMO level in eV: -8.4
Molecular weight in g mol⁻¹: 95.14



Total energy, record by record: -7851.695, -7854.850, -7854.663, -7854.430, -7855.961, -7853.008, -7852.921, -7852.916 eV